Record 1
Molecular formula: C5H7N
Method: DFT, the ωB97M-V functional and the def2-TZVPD basis

Properties
SMILES string: C=NC1(C)C=C1
LUMO, eV: 1.14
E_HOMO, eV: -9.24

Each line ends with the Löwdin charge.
Element x y z (Å)
C (0.977, 0.431, -1.502)  0.066
C (0.260, -0.619, -1.805)  0.057
C (-1.532, 0.943, 0.947)  -0.078
C (0.053, -0.085, -0.415)  -0.515
C (0.642, -0.770, 0.744)  -0.075
N (-1.145, 0.639, -0.162)  0.049
H (1.823, 0.912, -1.787)  0.062
H (-0.243, -1.210, -2.479)  0.074
H (-2.301, 1.614, 0.959)  0.035
H (-1.162, 0.736, 1.985)  0.095
H (-0.029, -1.283, 1.440)  0.080
H (1.090, -0.042, 1.453)  0.086
H (1.565, -1.266, 0.621)  0.064

---

Record 2
Molecular formula: C22H13Cl2F12NO4Tc
Method: DFT, the ωB97M-V functional and the def2-TZVPD basis

Properties
2S+1: 4
LUMO (spin up / spin down), eV: -2.63 / -2.14
E_HOMO (spin up / spin down), eV: -8.49 / -8.78
⟨S²⟩: 3.795

Each line ends with the Löwdin charge.
Element x y z (Å)
Tc (0.208, -0.166, -0.654)  1.855
C (0.954, -1.049, 6.186)  -0.039
C (0.455, -0.876, 4.780)  -0.244
C (-0.668, -0.101, 4.499)  -0.013
C (-1.104, 0.056, 3.202)  -0.006
C (-0.439, -0.550, 2.134)  -0.209
N (-0.988, -0.388, 0.832)  -0.120
C (-2.408, -0.436, 0.720)  -0.211
C (-3.089, -1.422, 1.431)  -0.002
C (-4.465, -1.500, 1.384)  -0.018
C (-5.207, -0.600, 0.624)  -0.249
C (-6.706, -0.692, 0.556)  -0.041
C (-4.516, 0.357, -0.102)  0.032
C (-3.125, 0.442, -0.090)  -0.064
C (-2.372, 1.450, -0.945)  -0.291
O (-1.181, 0.912, -1.404)  -0.304
C (-2.067, 2.732, -0.130)  -0.552
F (-1.244, 2.447, 0.891)  0.156
F (-3.178, 3.263, 0.387)  0.175
F (-1.464, 3.665, -0.873)  0.178
C (-3.139, 1.821, -2.250)  -0.559
F (-4.210, 2.597, -2.013)  0.157
F (-2.355, 2.484, -3.102)  0.165
F (-3.557, 0.714, -2.866)  0.176
C (0.731, -1.274, 2.385)  -0.062
C (1.132, -1.441, 3.713)  0.025
C (1.623, -1.862, 1.293)  -0.296
O (1.119, -1.674, 0.010)  -0.264
C (1.773, -3.401, 1.444)  -0.558
F (2.282, -3.958, 0.352)  0.186
F (2.575, -3.723, 2.476)  0.159
F (0.576, -3.955, 1.665)  0.174
C (3.003, -1.144, 1.286)  -0.559
F (3.651, -1.199, 2.451)  0.171
F (3.799, -1.644, 0.344)  0.190
F (2.791, 0.157, 1.005)  0.146
H (0.154, -0.901, 6.910)  0.078
H (1.741, -0.327, 6.410)  0.089
H (1.369, -2.044, 6.342)  0.083
H (-1.209, 0.381, 5.303)  0.120
H (-1.987, 0.644, 2.996)  0.126
H (-2.527, -2.120, 2.036)  0.127
H (-4.970, -2.272, 1.952)  0.119
H (-7.121, -1.042, 1.500)  0.079
H (-7.023, -1.391, -0.219)  0.088
H (-7.147, 0.277, 0.326)  0.081
H (-5.084, 1.053, -0.702)  0.122
H (2.018, -2.023, 3.920)  0.122
Cl (1.015, 2.141, -5.424)  0.650
C (0.619, 1.260, -3.964)  -1.019
Cl (-0.224, -0.276, -4.330)  0.627
C (1.841, 0.918, -3.130)  -0.676
O (2.973, 0.914, -3.486)  0.136
O (1.467, 0.579, -1.881)  -0.271
H (-0.074, 1.853, -3.373)  0.036

---

Record 3
Molecular formula: C16H19N5O2
Method: DFT, the ωB97M-V functional and the def2-TZVPD basis

Properties
SMILES string: CCOc1ccc(OCC)c(Nc2cc(C)nc3ncnn23)c1
LUMO, eV: 0.68
E_HOMO, eV: -7.89

Each line ends with the Löwdin charge.
Element x y z (Å)
C (-6.298, -1.337, -0.980)  -0.066
C (-5.199, -0.387, -0.531)  -0.268
O (-4.021, -1.148, -0.350)  -0.054
C (-2.877, -0.508, 0.013)  -0.269
C (-2.760, 0.850, 0.271)  -0.013
C (-1.541, 1.391, 0.654)  -0.009
C (-0.411, 0.602, 0.785)  -0.231
C (-0.525, -0.770, 0.488)  -0.182
C (-1.742, -1.310, 0.125)  0.068
H (-1.826, -2.363, -0.089)  0.129
N (0.600, -1.610, 0.603)  0.146
C (1.847, -1.273, 0.193)  -0.220
C (3.009, -1.820, 0.712)  0.035
C (4.257, -1.413, 0.223)  -0.334
N (4.394, -0.518, -0.734)  0.172
C (3.291, -0.021, -1.262)  -0.351
N (3.148, 0.842, -2.252)  0.132
C (1.824, 0.949, -2.396)  -0.214
N (1.095, 0.228, -1.569)  0.119
N (2.013, -0.400, -0.825)  0.024
H (1.375, 1.579, -3.138)  0.108
C (5.515, -1.983, 0.797)  -0.035
H (6.370, -1.545, 0.292)  0.078
H (5.574, -1.769, 1.862)  0.082
H (5.531, -3.064, 0.667)  0.082
H (2.945, -2.540, 1.512)  0.116
H (0.525, -2.402, 1.223)  0.159
O (0.811, 1.015, 1.237)  -0.062
C (1.042, 2.387, 1.485)  -0.229
C (1.250, 3.199, 0.211)  -0.060
H (1.397, 4.245, 0.465)  0.078
H (2.128, 2.842, -0.323)  0.066
H (0.391, 3.107, -0.449)  0.069
H (0.228, 2.807, 2.089)  0.116
H (1.956, 2.398, 2.087)  0.126
H (-1.499, 2.448, 0.860)  0.109
H (-3.608, 1.510, 0.186)  0.104
H (-5.034, 0.388, -1.292)  0.125
H (-5.482, 0.102, 0.413)  0.125
H (-6.454, -2.105, -0.228)  0.077
H (-7.224, -0.788, -1.128)  0.075
H (-6.014, -1.817, -1.911)  0.077

---

Record 4
Molecular formula: C10H15N3O2
Method: DFT, the ωB97M-V functional and the def2-TZVPD basis

Properties
SMILES string: C#CC(C)(C)[C@H](C)n1nc(O)n(C)c1=O
LUMO, eV: 0.54
E_HOMO, eV: -8.18

Each line ends with the Löwdin charge.
Element x y z (Å)
C (-2.285, 1.136, -0.582)  -0.103
C (2.377, 1.070, 0.005)  -0.427
C (1.564, -0.934, 0.280)  -0.483
C (-2.786, 2.252, -0.641)  0.144
C (-0.694, -0.145, 0.972)  -0.207
C (-1.709, -0.167, -0.272)  -0.479
C (-1.130, 0.930, 1.898)  -0.038
C (-2.889, -1.110, 0.020)  -0.032
C (-1.129, -0.776, -1.528)  -0.041
C (3.887, -1.009, -0.531)  0.029
N (1.168, 1.254, 0.393)  0.180
N (2.709, -0.231, -0.078)  0.070
N (0.684, 0.050, 0.541)  -0.058
O (3.298, 1.995, -0.245)  0.111
O (1.357, -2.127, 0.214)  0.063
H (2.900, 2.835, -0.604)  0.153
H (-3.347, 3.148, -0.655)  0.023
H (-0.565, -1.227, 1.248)  0.166
H (-0.332, 1.209, 2.445)  0.041
H (-1.936, 0.639, 2.665)  0.132
H (-1.437, 1.753, 1.364)  0.027
H (-3.537, -0.583, 0.773)  0.113
H (-2.554, -2.001, 0.361)  0.047
H (-3.482, -1.422, -0.826)  0.090
H (-0.671, -1.689, -1.188)  0.082
H (-0.277, -0.339, -2.064)  0.101
H (-1.871, -0.839, -2.188)  0.041
H (4.912, -0.708, -0.175)  0.112
H (3.823, -1.892, -0.007)  0.057
H (3.952, -1.071, -1.592)  0.086

---

Record 5
Molecular formula: C20H26AgF6NO5
Method: DFT, the ωB97M-V functional and the def2-TZVPD basis

Properties
LUMO, eV: -4.13
E_HOMO, eV: -6.90

Each line ends with the Löwdin charge.
Element x y z (Å)
C (2.787, 3.350, 0.340)  -0.130
C (1.587, 2.478, -0.178)  -0.205
C (2.093, 0.974, -0.430)  -0.186
O (1.270, 0.125, 0.378)  -0.095
C (1.598, -1.261, 0.308)  -0.303
O (2.084, -1.807, 1.553)  -0.077
C (2.852, -0.887, 2.317)  -0.120
C (2.067, -0.273, 3.559)  -0.256
C (1.659, 1.234, 3.382)  -0.028
F (2.995, -0.297, 4.667)  -0.096
C (2.738, -1.632, -0.755)  -0.576
O (3.806, -2.112, -0.351)  0.018
O (2.580, -1.509, -2.053)  -0.120
C (0.242, -2.055, 0.045)  -0.275
N (0.602, -3.484, 0.315)  0.111
C (-0.260, -2.037, -1.434)  -0.106
C (-0.272, -0.657, -2.162)  -0.138
C (-1.564, -0.598, -3.103)  -0.150
O (-1.106, -0.150, -4.446)  -0.201
C (-0.945, -1.724, 1.032)  -0.335
F (-0.613, -1.656, 2.376)  0.087
F (-1.841, -2.821, 0.936)  0.025
C (-1.810, -0.473, 0.706)  -0.058
C (-1.563, 0.882, 1.146)  -0.009
C (-2.403, 2.031, 0.840)  -0.038
C (-3.608, 1.810, 0.057)  -0.012
C (-3.882, 0.457, -0.389)  -0.104
C (-5.187, 0.200, -1.200)  -0.495
F (-6.010, 1.299, -1.146)  0.099
F (-4.977, -0.240, -2.475)  0.114
F (-5.882, -0.803, -0.529)  0.087
C (-3.029, -0.694, -0.095)  0.055
H (2.471, 4.376, 0.672)  0.073
H (3.363, 2.848, 1.167)  0.070
H (3.538, 3.517, -0.482)  0.078
H (1.265, 2.918, -1.168)  0.097
H (0.679, 2.508, 0.479)  0.086
H (3.179, 0.976, -0.144)  0.131
H (1.961, 0.812, -1.534)  0.106
H (3.402, -0.110, 1.728)  0.128
H (3.667, -1.502, 2.800)  0.145
H (1.223, -0.934, 3.886)  0.137
H (2.192, 1.838, 4.171)  0.091
H (0.570, 1.421, 3.538)  0.071
H (2.059, 1.588, 2.405)  0.043
H (0.045, -4.096, -0.285)  0.086
H (0.446, -3.713, 1.297)  0.093
H (0.393, -2.746, -2.018)  0.140
H (-1.290, -2.483, -1.464)  0.110
H (-0.371, 0.232, -1.485)  0.111
H (0.587, -0.470, -2.851)  0.089
H (-2.294, 0.184, -2.770)  0.112
H (-2.028, -1.596, -3.272)  0.130
H (-1.076, 0.827, -4.417)  0.040
H (-0.651, 1.071, 1.752)  0.085
H (-2.162, 3.056, 1.212)  0.110
H (-4.290, 2.651, -0.190)  0.113
H (-3.342, -1.688, -0.475)  0.131
Ag (0.451, 0.844, -5.767)  0.909

---

Record 6
Molecular formula: C2ClF3
Method: DFT, the ωB97M-V functional and the def2-TZVPD basis

Properties
SMILES string: FC#CF.FCl
LUMO, eV: -1.86
E_HOMO, eV: -10.28

Each line ends with the Löwdin charge.
Element x y z (Å)
C (1.157, 1.116, -0.096)  -0.082
C (1.160, -0.094, -0.146)  -0.183
F (1.580, 2.351, -0.289)  0.074
F (-1.558, -0.955, 0.383)  -0.569
F (0.942, -1.308, -0.140)  0.165
Cl (-3.280, -1.111, 0.289)  0.595

---

Record 7
Molecular formula: C4H5F3
Method: DFT, the ωB97M-V functional and the def2-TZVPD basis

Properties
SMILES string: C[C@@H](F)/C(F)=C/F
LUMO, eV: 0.91
E_HOMO, eV: -9.76

Each line ends with the Löwdin charge.
Element x y z (Å)
C (1.088, -1.305, -1.986)  -0.069
C (1.220, -1.326, -0.632)  -0.171
C (-0.348, 0.815, -0.140)  -0.085
C (-0.005, -0.534, 0.269)  -0.319
F (1.972, -1.883, -2.837)  0.005
F (2.179, -1.908, 0.071)  0.087
F (-1.088, -1.415, 0.250)  -0.033
H (0.347, -0.820, -2.582)  0.116
H (0.561, 1.408, -0.408)  0.105
H (-1.198, 0.883, -0.888)  0.104
H (-0.999, 1.315, 0.654)  0.103
H (0.401, -0.624, 1.336)  0.156

---

Record 8
Molecular formula: C32H38BN5O3S2V
Method: DFT, the ωB97M-V functional and the def2-TZVPD basis

Properties
2S+1: 2
LUMO (spin up / spin down), eV: -0.30 / -0.38
E_HOMO (spin up / spin down), eV: -7.10 / -5.71
⟨S²⟩: 0.933

Each line ends with the Löwdin charge.
Element x y z (Å)
V (-1.288, 0.543, 0.404)  0.821
N (-3.860, -0.200, 3.564)  0.189
C (-4.909, 0.125, 2.722)  -0.175
C (-6.280, 0.218, 2.930)  -0.015
C (-7.046, 0.581, 1.839)  -0.086
C (-6.470, 0.842, 0.587)  -0.080
C (-5.108, 0.746, 0.385)  0.003
C (-4.326, 0.381, 1.477)  -0.184
N (-2.952, 0.216, 1.576)  0.064
C (-2.720, -0.121, 2.831)  -0.245
C (-1.360, -0.332, 3.232)  -0.289
C (-0.792, -0.698, 4.424)  -0.331
S (0.895, -0.755, 4.256)  1.073
C (0.778, -0.284, 2.629)  -0.410
N (-0.458, -0.103, 2.206)  -0.074
H (-3.918, -0.405, 4.545)  0.167
H (-6.726, 0.021, 3.895)  0.111
H (-8.118, 0.670, 1.955)  0.103
H (-7.112, 1.127, -0.235)  0.103
H (-4.650, 0.941, -0.575)  0.098
H (-1.277, -0.928, 5.357)  0.076
H (1.637, -0.157, 1.991)  0.087
C (7.334, -2.198, 3.037)  -0.055
C (6.834, -2.319, 1.622)  -0.227
C (7.715, -2.751, 0.636)  -0.057
C (7.317, -2.847, -0.688)  -0.082
C (6.015, -2.532, -1.031)  -0.019
C (5.118, -2.107, -0.056)  -0.213
N (3.809, -1.749, -0.452)  0.105
C (2.669, -2.402, -0.047)  -0.207
C (2.724, -3.606, 0.673)  -0.030
C (1.565, -4.258, 1.048)  -0.083
C (0.317, -3.749, 0.702)  -0.095
C (0.259, -2.557, 0.002)  -0.053
C (1.405, -1.862, -0.360)  -0.085
C (1.302, -0.541, -1.076)  -0.569
O (2.054, -0.269, -2.008)  0.050
O (0.369, 0.241, -0.658)  -0.178
C (5.518, -1.985, 1.279)  -0.166
C (4.557, -1.438, 2.301)  -0.027
H (8.411, -2.350, 3.071)  0.073
H (6.872, -2.940, 3.692)  0.086
H (7.124, -1.216, 3.463)  0.080
H (8.732, -3.000, 0.912)  0.105
H (8.015, -3.176, -1.446)  0.101
H (5.670, -2.617, -2.053)  0.115
H (3.684, -1.108, -1.225)  0.123
H (3.690, -4.023, 0.923)  0.117
H (1.638, -5.187, 1.598)  0.102
H (-0.590, -4.273, 0.971)  0.097
H (-0.709, -2.143, -0.269)  0.103
H (3.581, -1.915, 2.230)  0.052
H (4.412, -0.364, 2.150)  0.099
H (4.920, -1.586, 3.315)  0.068
C (-3.533, 0.860, -6.367)  -0.104
C (-2.400, 0.720, -5.358)  -0.298
C (-2.917, 0.848, -3.930)  -0.343
S (-1.570, 0.775, -2.736)  1.034
O (-2.333, 0.597, -1.408)  -0.607
C (-0.931, 2.463, -2.725)  -0.305
C (-1.769, 3.521, -2.011)  -0.270
C (-2.750, 4.283, -2.894)  -0.094
H (-3.173, 0.693, -7.381)  0.075
H (-3.974, 1.857, -6.327)  0.077
H (-4.327, 0.138, -6.170)  0.077
H (-1.642, 1.483, -5.553)  0.102
H (-1.900, -0.244, -5.476)  0.111
H (-3.553, 0.002, -3.665)  0.102
H (-3.489, 1.762, -3.782)  0.080
H (-0.768, 2.705, -3.779)  0.093
H (0.048, 2.339, -2.261)  0.088
H (-1.063, 4.222, -1.562)  0.114
H (-2.288, 3.066, -1.167)  0.082
H (-2.299, 4.573, -3.845)  0.077
H (-3.068, 5.197, -2.393)  0.078
H (-3.654, 3.713, -3.111)  0.057
B (-0.364, 4.983, 1.760)  -0.419
C (-0.715, 3.502, 1.336)  -0.176
N (-0.958, 2.416, 1.011)  0.044
H (-1.419, 5.570, 1.836)  -0.002
H (0.339, 5.433, 0.885)  -0.004
H (0.202, 4.925, 2.825)  -0.006